{"formula": "C12H17N3O2", "method": "ωB97M-V/def2-TZVPD", "elements": ["O", "O", "N", "N", "N", "C", "C", "C", "C", "C", "C", "C", "C", "C", "C", "C", "C", "H", "H", "H", "H", "H", "H", "H", "H", "H", "H", "H", "H", "H", "H", "H", "H", "H"], "coordinates": [[-2.155, 1.621, 0.583], [-3.288, -0.251, 0.104], [3.608, -1.123, 0.021], [4.930, 1.178, 0.807], [1.717, 0.083, -0.477], [5.541, -0.005, 0.814], [-0.400, -1.061, -0.154], [-2.248, 0.575, -0.005], [-5.521, -0.780, 0.781], [-1.200, -0.003, -0.939], [-4.337, 0.145, 0.993], [3.681, 1.225, 0.410], [-0.267, 1.090, -1.474], [0.937, 1.299, -0.562], [2.988, 0.067, -0.016], [4.866, -1.150, 0.434], [1.015, -1.162, -0.711], [0.082, 0.821, -2.471], [1.580, -1.954, -0.216], [0.587, 1.616, 0.430], [-1.725, -0.485, -1.767], [0.983, -1.386, -1.785], [-0.813, 2.032, -1.545], [-6.326, -0.501, 1.455], [6.571, -0.014, 1.139], [-5.874, -0.709, -0.244], [-4.599, 1.188, 0.786], [-0.338, -0.775, 0.898], [-3.965, 0.086, 2.022], [3.213, 2.198, 0.443], [5.330, -2.127, 0.454], [1.560, 2.097, -0.976], [-0.900, -2.027, -0.210], [-5.231, -1.808, 0.979]], "atomic_forces_ev_per_a": [[0.00, 0.12, 0.12], [-0.19, -0.38, -0.11], [-0.20, 0.21, -0.08], [0.20, 0.04, 0.06], [-0.27, 0.03, -0.14], [0.11, -0.11, 0.04], [0.09, -0.09, -0.22], [0.27, 0.00, -0.38], [0.44, 0.14, -0.07], [-0.15, 0.20, 0.12], [-0.33, 0.25, 0.31], [-0.28, 0.08, -0.05], [-0.02, 0.06, 0.19], [-0.03, 0.34, -0.01], [0.60, -0.34, 0.11], [0.09, 0.19, 0.06], [-0.15, -0.38, 0.16], [-0.01, 0.01, -0.02], [-0.19, 0.07, -0.18], [0.06, 0.08, -0.07], [0.04, 0.01, 0.06], [0.02, -0.11, 0.04], [0.06, -0.02, -0.07], [-0.09, 0.01, 0.06], [0.09, -0.13, 0.01], [-0.09, -0.01, -0.08], [0.06, -0.16, 0.08], [0.01, -0.05, 0.05], [-0.03, 0.07, -0.14], [-0.16, 0.03, -0.05], [0.15, -0.01, 0.04], [-0.06, -0.01, 0.08], [0.01, -0.01, 0.06], [-0.04, -0.12, 0.03]], "gap_ha": 0.320, "relative_energy_kcal_mol": 0.0, "smiles": "CCOC(=O)C1CCN(c2cnccn2)CC1", "largest_force_ev_per_a": 0.70, "homo_energy_ha": -0.292}

{"formula": "C23H21FN2O4", "method": "ωB97M-V/def2-TZVPD", "elements": ["F", "O", "O", "O", "O", "N", "N", "C", "C", "C", "C", "C", "C", "C", "C", "C", "C", "C", "C", "C", "C", "C", "C", "C", "C", "C", "C", "C", "C", "C", "H", "H", "H", "H", "H", "H", "H", "H", "H", "H", "H", "H", "H", "H", "H", "H", "H", "H", "H", "H", "H"], "coordinates": [[-1.718, -6.469, -1.777], [0.193, 1.478, -3.455], [-1.020, 1.659, 0.611], [-0.520, 4.336, -1.685], [-1.272, 2.394, 2.718], [-0.188, -2.586, 2.888], [0.819, 2.638, -1.013], [1.761, 2.764, -2.097], [-1.164, -4.627, 1.274], [0.949, -1.132, 5.990], [-0.967, -0.903, 1.393], [-0.151, 2.443, -4.439], [-1.315, 2.946, 0.088], [-0.955, -3.340, 0.775], [-0.993, -3.133, -0.603], [-1.247, -4.183, -1.465], [-0.141, -0.250, 3.565], [0.637, -2.053, 5.030], [-1.465, -5.444, -0.938], [0.200, 0.671, 4.573], [-0.685, -2.248, 1.720], [-1.030, 1.501, 1.948], [0.090, -1.639, 3.796], [-1.423, -5.683, 0.425], [1.555, 1.642, -3.141], [0.730, 0.235, 5.758], [-0.703, 0.094, 2.304], [1.146, 2.811, -5.187], [-0.309, 3.373, -0.980], [2.230, 1.993, -4.472], [-0.592, 3.323, -3.957], [0.827, 1.773, -0.493], [3.154, 2.548, -4.328], [-1.318, 3.683, 0.900], [1.579, 3.739, -2.553], [2.782, 2.725, -1.708], [-0.804, -2.155, -1.017], [1.895, 0.689, -2.721], [-1.593, -6.680, 0.799], [-2.311, 2.928, -0.366], [-0.900, 1.982, -5.087], [-1.276, -4.037, -2.533], [0.028, 1.721, 4.406], [-1.120, -4.776, 2.341], [1.085, 2.555, -6.243], [0.986, 0.949, 6.526], [-1.424, -0.658, 0.448], [0.800, -3.108, 5.178], [2.449, 1.079, -5.023], [1.368, -1.448, 6.933], [1.342, 3.878, -5.106]], "atomic_forces_ev_per_a": [[0.02, 0.09, 0.08], [-0.03, -0.21, 0.11], [0.09, -0.20, -0.21], [-0.26, 0.27, -0.11], [0.02, -0.22, -0.11], [-0.09, -0.41, -0.45], [0.32, -0.30, 0.15], [-0.13, -0.16, -0.30], [0.00, 0.16, -0.12], [-0.01, -0.27, -0.07], [0.07, 0.34, 0.29], [-0.30, 0.31, -0.27], [-0.32, 0.69, -0.06], [-0.09, -0.32, -0.27], [-0.02, -0.07, 0.26], [-0.07, -0.26, -0.10], [-0.05, -0.39, -0.11], [0.08, 0.13, 0.19], [0.05, 0.14, 0.07], [0.11, 0.20, 0.30], [0.15, 0.20, 0.44], [-0.07, 0.37, 0.19], [-0.04, 0.74, 0.18], [-0.02, -0.08, -0.23], [0.40, 0.15, 0.16], [-0.07, 0.21, -0.18], [0.01, -0.55, -0.16], [-0.10, -0.02, 0.07], [-0.03, -0.43, 0.49], [-0.14, -0.19, 0.20], [0.04, -0.11, -0.07], [-0.11, 0.14, -0.01], [0.10, 0.01, -0.03], [0.03, -0.12, -0.25], [0.13, -0.03, 0.02], [-0.03, 0.07, -0.10], [0.01, 0.11, -0.04], [0.00, 0.08, -0.04], [-0.03, -0.10, 0.02], [0.18, -0.01, 0.04], [0.04, 0.07, 0.03], [0.00, -0.02, -0.10], [0.00, 0.03, 0.03], [0.00, -0.04, 0.07], [0.03, 0.05, -0.02], [0.01, 0.08, 0.04], [0.00, 0.02, -0.06], [0.01, -0.11, 0.00], [0.06, 0.01, 0.03], [0.03, -0.06, 0.06], [-0.01, 0.02, -0.05]], "gap_ha": 0.295, "smiles": "O=C(COC(=O)c1cc(-c2ccc(F)cc2)nc2ccccc12)NC[C@@H]1CCCO1", "largest_force_ev_per_a": 0.76, "homo_energy_ha": -0.318}

{"formula": "C4H14N4O", "method": "ωB97M-V/def2-TZVPD", "elements": ["O", "N", "N", "N", "N", "C", "C", "C", "C", "H", "H", "H", "H", "H", "H", "H", "H", "H", "H", "H", "H", "H", "H"], "coordinates": [[1.551, -0.495, -2.800], [-1.791, 0.003, -1.729], [-0.416, 1.870, 1.666], [0.153, 1.275, -1.458], [0.198, -0.860, -2.483], [-0.421, 0.099, -1.896], [-1.251, 0.897, 1.319], [0.044, -1.315, 1.607], [1.450, -1.073, 1.111], [1.121, 1.382, -1.723], [-0.727, -0.412, 1.089], [-0.502, 1.983, -1.149], [1.793, -0.077, 1.403], [1.499, -1.142, 0.025], [-0.413, -2.207, 1.182], [-2.144, -0.915, -1.958], [-1.983, 0.675, 2.102], [1.859, -1.269, -3.282], [2.150, -1.808, 1.514], [0.244, 2.196, 0.970], [-0.027, -1.344, 2.692], [-0.284, 2.209, 2.615], [-2.104, 0.326, -0.817]], "atomic_forces_ev_per_a": [[-0.27, 0.20, 0.39], [-0.13, 0.01, 0.13], [-0.05, -0.47, 0.13], [-0.40, -1.00, -0.19], [0.03, -0.26, -0.30], [0.33, 0.44, -0.01], [-0.85, 1.22, -0.42], [-1.26, 1.05, -0.93], [-0.08, 0.04, -0.11], [-0.28, 0.56, 0.10], [1.67, -1.79, 0.85], [0.69, 0.04, -0.35], [0.09, -0.01, 0.02], [-0.02, 0.06, -0.06], [0.08, -0.17, 0.07], [0.07, 0.01, -0.06], [0.37, -0.03, 0.43], [-0.10, 0.07, 0.08], [0.02, 0.06, 0.08], [-0.01, -0.07, 0.25], [-0.13, 0.11, 0.03], [0.01, 0.00, -0.22], [0.20, -0.09, 0.08]], "gap_ha": 0.314, "relative_energy_kcal_mol": 95.0, "largest_force_ev_per_a": 2.59, "homo_energy_ha": -0.284}

{"formula": "C14H26Br12Cl6", "method": "ωB97M-V/def2-TZVPD", "elements": ["Br", "Br", "Br", "Br", "Br", "Br", "Br", "Br", "Br", "Br", "Br", "Br", "Cl", "Cl", "Cl", "Cl", "Cl", "Cl", "C", "C", "C", "C", "C", "C", "C", "C", "C", "C", "C", "C", "C", "C", "H", "H", "H", "H", "H", "H", "H", "H", "H", "H", "H", "H", "H", "H", "H", "H", "H", "H", "H", "H", "H", "H", "H", "H", "H", "H"], "coordinates": [[-3.341, 1.063, 0.227], [-4.459, -2.234, -3.480], [5.650, -1.097, -2.867], [-4.202, 1.495, 4.671], [-0.831, -4.224, -1.407], [2.979, -2.207, 3.135], [3.417, 1.576, 3.146], [-0.677, 1.853, 5.328], [-3.964, -2.777, 1.909], [-0.446, -0.519, -5.407], [2.636, 2.156, -4.437], [2.629, -2.470, -1.609], [-0.126, -0.163, 0.827], [-0.412, 5.890, 2.783], [-1.081, 4.543, 0.245], [1.819, 1.538, -0.410], [-0.400, 0.349, -2.053], [1.655, 4.432, 1.389], [0.214, 5.412, 1.126], [-3.465, 0.823, 2.988], [-2.322, -0.673, -4.797], [4.955, 0.490, -3.893], [0.131, 1.047, -0.511], [-2.069, -3.108, -0.379], [3.517, 0.657, -3.475], [3.414, -2.006, 1.198], [-2.590, -3.876, 0.897], [1.083, 2.412, 4.709], [-4.397, 1.144, 1.813], [2.435, -2.806, 0.359], [1.544, 1.367, 3.698], [-2.563, -2.098, -4.122], [4.404, -2.429, 1.029], [-2.897, -2.791, -1.013], [-2.529, 0.089, -4.045], [1.666, 2.491, 5.627], [0.447, 6.361, 0.643], [-3.229, -0.230, 3.139], [5.105, 0.265, -4.949], [-2.337, -2.974, -4.730], [-2.997, -0.448, -5.622], [-3.061, -4.828, 0.650], [3.475, -0.980, 0.837], [-1.886, -4.244, 1.644], [3.061, -0.269, -3.826], [-4.852, 2.134, 1.769], [0.993, 1.153, 2.782], [1.402, -2.661, 0.673], [-1.556, -2.181, -0.122], [5.506, 1.389, -3.618], [-0.500, 1.886, -0.217], [-1.901, -2.222, -3.264], [-5.123, 0.339, 1.699], [3.423, 0.805, -2.399], [-2.569, 1.381, 2.715], [1.496, 0.402, 4.203], [1.051, 3.439, 4.348], [2.678, -3.865, 0.447]], "atomic_forces_ev_per_a": [[0.38, -0.11, -1.13], [1.20, 0.12, -0.38], [-0.51, 0.51, -0.15], [0.10, -0.17, -0.37], [-0.07, 0.27, 0.22], [0.15, 0.16, -1.53], [-0.23, 0.22, 0.08], [-0.02, 0.22, -0.23], [1.05, -0.76, -0.89], [-0.78, -0.10, 0.23], [0.65, -0.82, 0.58], [-0.13, 0.24, 0.48], [0.15, 0.13, -0.45], [0.19, -0.24, -0.97], [0.67, 0.33, 0.23], [-0.18, -0.07, -0.50], [0.55, 0.41, 0.51], [-0.24, 0.19, -0.35], [-0.68, 0.19, 1.40], [-0.05, 1.19, -0.45], [-0.53, -1.44, 0.87], [0.23, 0.74, 0.18], [-0.37, -0.67, 0.98], [-0.62, -0.04, 1.66], [-0.31, -0.45, -0.83], [0.51, -0.01, -0.43], [-0.39, 0.06, -0.43], [0.04, 0.38, -0.27], [-0.42, -1.10, 0.64], [0.19, -0.92, 0.92], [0.30, -0.89, 0.76], [0.11, 1.14, -0.37], [0.02, 0.00, 0.43], [-0.01, -0.52, -0.13], [0.41, -0.01, 0.00], [0.32, -0.61, -0.30], [0.02, -0.46, -0.18], [-0.23, 0.19, -0.28], [-0.11, -0.17, 0.23], [-0.43, 0.36, -0.43], [0.32, -0.41, -0.16], [-0.56, 0.41, -0.48], [-0.37, 0.27, 0.78], [0.53, 0.96, -0.12], [-0.78, 0.30, 0.36], [0.08, -0.25, 0.59], [-0.24, 1.05, 0.17], [-0.06, 0.37, -0.69], [0.22, -0.30, 0.13], [0.49, -0.43, 0.17], [0.12, -0.05, -0.39], [-0.29, 0.36, 0.19], [-0.28, 0.39, -0.01], [-0.17, 0.05, -0.32], [0.27, -0.07, 0.93], [0.35, 0.00, 0.12], [-0.39, -0.21, -0.39], [-0.16, 0.06, -0.19]], "gap_ha": [0.311, 0.100], "largest_force_ev_per_a": 1.78, "spin_multiplicity": 2, "s2": 0.756, "total_charge": 1, "homo_energy_ha": [-0.434, -0.434]}